No. 1
DFT (ωB97M-V with the def2-TZVPD basis set) results for a 13-piece molecular cluster, C13H52O13 overall.

```
78
Properties=species:S:1:pos:R:3:lowdin_charge:R:1
O -0.85128 0.92511 3.70838 -0.135
O -3.40076 1.42695 0.81160 -0.116
O 1.58532 -1.43988 -4.23056 -0.130
O 0.22286 4.96609 0.46825 -0.126
O 1.97345 1.63290 1.82031 -0.137
O -0.12256 -3.69581 1.22420 -0.126
O -4.58939 -2.79509 1.31799 -0.125
O 1.00686 -1.26588 2.53198 -0.132
O -2.06593 1.71189 -2.42759 -0.115
O -0.68286 0.36965 0.45587 -0.121
O -2.66982 -4.35835 0.16832 -0.135
O 1.21576 1.38646 -3.73546 -0.143
O 4.27822 -0.69112 -1.77885 -0.133
C 2.69627 -1.26222 -5.07486 -0.179
C -0.03321 -0.45297 -0.49515 -0.130
C -3.91248 -1.57096 1.19573 -0.184
C 0.07055 3.79501 -0.33635 -0.129
C -3.58431 2.00987 2.07897 -0.172
C -1.94198 0.48908 -3.14752 -0.154
C 3.87203 0.03347 -0.61525 -0.149
C 2.47224 1.94545 -3.32310 -0.110
C -0.51033 2.24386 4.16242 -0.112
C 2.71341 2.84527 1.84471 -0.133
C 0.57512 -4.19651 0.09370 -0.149
C -2.59435 -3.90696 -1.16240 -0.149
C 1.27719 -1.57885 3.87470 -0.158
H 0.85963 -0.97749 -0.15126 0.071
H 0.53229 -2.22747 4.36081 0.086
H -2.50769 1.04081 0.86073 0.039
H -1.59763 0.61393 4.22803 0.090
H 1.35346 -0.59377 -3.82516 0.024
H -3.39998 -4.40411 -1.71929 0.090
H 0.04416 -5.05462 -0.31535 0.078
H 4.12003 -1.63013 -1.66261 0.077
H -0.93566 3.75006 -0.75625 0.083
H -0.11732 2.22462 5.18105 0.083
H 3.38724 2.93303 0.98477 0.078
H -1.44278 2.81348 4.16971 0.069
H 2.32500 2.52274 -2.40332 0.065
H -0.90324 0.15519 -3.17697 0.043
H -4.48946 2.62021 2.05353 0.084
H 4.37909 0.99302 -0.63789 0.080
H 1.30826 -0.67090 4.48052 0.074
H 3.19226 1.18787 -3.02545 0.059
H -3.86486 1.27875 2.85524 0.070
H 0.73194 -3.50318 -0.73829 0.076
H 3.30163 2.96301 2.75433 0.088
H 2.78939 0.18163 -0.71440 0.052
H 0.44179 -3.01519 1.61621 0.050
H 3.60934 -1.01679 -4.52125 0.065
H -3.87252 -0.96069 2.09148 0.063
H -2.23893 1.47925 -1.50904 0.045
H 2.53258 -0.50156 -5.84205 0.079
H -2.83319 -2.84561 -1.29269 0.070
H 0.35577 -0.54909 2.54467 0.043
H 2.89429 -2.21298 -5.57008 0.076
H 2.82099 2.61034 -4.11149 0.087
H -1.69119 -4.24902 -1.67322 0.075
H 0.58159 2.11067 -3.70680 0.085
H -0.74113 -1.14402 -0.95636 0.079
H 2.04962 3.70395 1.70797 0.063
H 0.03220 0.73481 0.99239 0.038
H -2.56478 -0.28476 -2.68615 0.079
H 2.15320 -2.19702 4.08245 0.084
H 0.27266 2.95180 0.33244 0.054
H -4.04953 -3.51401 0.91955 0.039
H 3.98964 -0.54604 0.30190 0.083
H -2.76791 2.57246 2.53265 0.053
H 0.30992 0.14521 -1.35410 0.068
H 0.77275 3.74405 -1.16751 0.069
H 2.19943 1.12612 2.60397 0.071
H 0.19333 2.67978 3.46035 0.069
H -2.90943 -1.70179 0.75996 0.061
H -0.60751 5.15365 0.90767 0.072
H -2.30118 0.54597 -4.17630 0.084
H -4.34038 -0.99083 0.36593 0.076
H -1.91446 -4.05057 0.70209 0.057
H 1.55724 -4.56123 0.41282 0.083
```

energy relative to the best compared isomer or geometry (same formula, charge and spin): 167.60 kJ/mol
HOMO level: -9.211 eV
frontier orbital gap: 9.4 eV

=====

No. 2
DFT (ωB97M-V with the def2-TZVPD basis set) results for a 2-piece molecular cluster, C3H4N3O overall.

```
11
Properties=species:S:1:pos:R:3:lowdin_charge:R:1
O 2.54264 -0.73160 0.11853 -0.139
N -2.54871 0.15407 0.07788 -0.022
N -0.66337 -0.97144 -0.19402 -0.024
N 2.24772 0.47124 -0.21664 -0.010
C -0.38754 0.32311 -0.16063 -0.335
C -1.95686 -1.03872 0.02311 -0.394
C -1.49937 0.99268 -0.05673 -0.297
H 2.38080 -1.41012 -0.60215 0.113
H -2.37139 -2.03170 0.10329 0.058
H -1.75186 2.01113 -0.10939 0.052
H 0.52532 0.72224 -0.50991 -0.001
```

energy relative to the best compared isomer or geometry (same formula, charge and spin): 155.59 kJ/mol
HOMO level (alpha / beta): -3.171 / -3.196 eV
frontier orbital gap (alpha / beta): 7.0 / 7.1 eV
charge: -1

=====

No. 3
DFT (ωB97M-V with the def2-TZVPD basis set) results for one molecule with the formula C13H24Cl2N2O2.

```
43
Properties=species:S:1:pos:R:3:lowdin_charge:R:1
Cl 4.56903 0.07262 -0.40001 0.605
Cl 0.54015 -1.01834 5.47298 0.593
O 1.31629 1.00497 1.57541 0.044
O 1.51401 -2.11860 1.92240 0.031
N -0.47994 -1.44888 2.74964 0.045
N 2.03375 1.46977 -0.51345 0.040
C 1.52609 -0.94752 3.99747 -0.485
C -2.89556 -1.04374 -0.15913 -0.206
C 0.34282 0.73513 -2.88792 -0.199
C -1.28807 -1.84091 1.62077 -0.174
C 0.89777 2.27232 -0.90672 -0.178
C 3.39363 0.06108 0.92861 -0.473
C -2.06750 0.41916 -2.06221 -0.210
C -2.11564 -0.66554 1.10167 -0.184
C -1.12639 0.52853 -3.26341 -0.213
C 0.65586 2.16219 -2.40879 -0.179
C 2.14698 0.90238 0.68961 -0.542
C -2.04536 -0.97279 -1.43112 -0.207
C 0.84861 -1.57225 2.78304 -0.577
H 2.46812 -1.45821 4.19563 0.084
H -0.60035 -2.20665 0.85567 0.119
H -0.16517 2.83041 -2.67226 0.113
H 3.07010 -0.97184 1.09393 0.061
H -1.21589 -0.38434 -3.85698 0.109
H 1.70563 0.10488 3.76737 0.068
H -3.28666 -2.05548 -0.03227 0.108
H 2.79308 1.36923 -1.17302 0.078
H -3.08787 0.63104 -2.39159 0.114
H -1.95271 -2.66220 1.91467 0.128
H 0.04106 1.92054 -0.32773 0.104
H 0.94857 0.51580 -3.76906 0.108
H -1.44734 0.17297 0.90029 0.103
H 0.62820 0.01997 -2.11560 0.102
H -1.01936 -1.25810 -1.19708 0.103
H -0.93712 -0.95136 3.49978 0.101
H -2.81190 -0.35700 1.88534 0.113
H -1.80441 1.17046 -1.31746 0.100
H 3.90222 0.42171 1.82378 0.089
H -2.42449 -1.68871 -2.16365 0.114
H -3.75259 -0.37657 -0.27140 0.109
H 1.54895 2.53237 -2.91782 0.108
H -1.44242 1.35906 -3.89909 0.107
H 1.07581 3.32242 -0.64028 0.127
```

energy relative to the best compared isomer or geometry (same formula, charge and spin): 10.23 kJ/mol
HOMO level: -9.620 eV
frontier orbital gap: 10.4 eV

=====

No. 4
DFT (ωB97M-V with the def2-TZVPD basis set) results for C17H16N3O4Re as an isolated structure.

```
41
Properties=species:S:1:pos:R:3:lowdin_charge:R:1
Re 0.67896 0.69804 -0.06361 1.628
O -5.00166 4.42765 -1.26091 0.017
O -3.49485 5.80461 -2.30443 0.010
O -0.94580 -0.26725 0.28591 -0.236
O -3.17116 -0.06815 0.49062 0.206
N 1.51868 -3.22612 1.54918 -0.142
N 1.60217 -0.93470 0.69723 0.029
N -0.66909 2.15936 -0.58554 -0.125
C 5.54320 -0.35467 -0.50955 -0.057
C -0.40637 3.38219 -1.11316 -0.082
C -1.41584 4.23852 -1.46075 0.041
C 4.30425 0.24208 -0.38646 -0.065
C -2.74416 3.87379 -1.24629 -0.015
C 1.56150 -2.03092 1.09840 -0.172
C 2.51170 -4.23636 1.13876 0.020
C -2.14763 0.42137 0.16399 -0.480
C 5.20556 -0.56407 -2.89162 -0.048
C -1.97386 1.79434 -0.38429 -0.174
C -3.01519 2.62278 -0.67669 0.103
C 2.19863 1.09320 -1.41618 -0.213
C 5.99286 -0.76019 -1.76352 -0.044
C 0.46165 -3.60999 2.51111 0.028
C -3.91427 4.85251 -1.64711 -0.680
C 3.49925 0.44326 -1.51708 -0.313
C 3.96915 0.04158 -2.77326 -0.021
H -0.24714 -2.79389 2.62045 0.104
H 5.56582 -0.87157 -3.86366 0.118
H 6.17025 -0.48901 0.36140 0.115
H 3.12923 -3.84131 0.33686 0.101
H 0.91695 -3.84137 3.47161 0.106
H 3.35867 0.20798 -3.65273 0.124
H 1.83782 1.49793 -2.36173 0.093
H 6.97142 -1.21063 -1.86332 0.118
H 3.13615 -4.49469 1.99162 0.105
H -0.05518 -4.48426 2.12185 0.106
H 2.23286 1.92326 -0.59203 0.092
H 3.96602 0.58777 0.58437 0.106
H -4.03827 2.32387 -0.48214 0.149
H 1.98096 -5.11913 0.78920 0.105
H -1.21128 5.20214 -1.91110 0.135
H 0.63698 3.64260 -1.23902 0.111
```

energy relative to the best compared isomer or geometry (same formula, charge and spin): 36.89 kJ/mol
HOMO level (alpha / beta): -10.373 / -10.351 eV
spin multiplicity: 4
frontier orbital gap (alpha / beta): 4.2 / 3.9 eV
charge: +1

=====

No. 5
DFT (ωB97M-V with the def2-TZVPD basis set) results for a 2-piece molecular cluster, C2H8NO overall.

```
12
Properties=species:S:1:pos:R:3:lowdin_charge:R:1
O -2.84454 -0.78830 0.99127 -0.576
N -0.65211 0.71791 0.31139 -0.035
C 0.36331 -0.21431 -0.06651 -0.421
C 1.69762 0.43379 -0.42826 -0.151
H 1.60331 1.01989 -1.36675 0.056
H -1.54984 0.18681 0.43546 -0.014
H -3.03743 -1.71560 1.10084 -0.196
H 0.58986 -0.99213 0.67547 0.095
H 2.02790 1.17168 0.30669 0.055
H 2.47850 -0.29888 -0.63619 0.049
H 0.08021 -0.91291 -0.88786 0.096
H -0.75679 1.39206 -0.43554 0.042
```

energy relative to the best compared isomer or geometry (same formula, charge and spin): 32.07 kJ/mol
HOMO level: -2.668 eV
frontier orbital gap: 6.8 eV
charge: -1

=====

No. 6
DFT (ωB97M-V with the def2-TZVPD basis set) results for one molecule with the formula C5H7Cl.

```
13
Properties=species:S:1:pos:R:3:lowdin_charge:R:1
Cl -1.50084 1.35911 -0.77138 0.713
C 0.29240 -0.72626 -0.40714 -0.174
C 1.17497 0.21641 0.35147 -0.191
C -1.19673 -0.23161 -0.16208 -0.696
C 1.96337 1.10454 -0.23887 0.018
C -2.18184 -0.62872 0.60977 -0.095
H 2.56703 1.80974 0.25017 0.048
H -3.12940 -0.05126 0.71484 0.056
H -2.18953 -1.66601 1.07674 0.086
H 0.63123 -0.70109 -1.36177 0.069
H 0.28030 -1.72385 -0.21499 0.075
H 2.10495 0.98772 -1.22255 0.017
H 1.18408 0.25130 1.37580 0.073
```

energy relative to the best compared isomer or geometry (same formula, charge and spin): 172.06 kJ/mol
HOMO level (alpha / beta): -5.397 / -9.755 eV
spin multiplicity: 3
frontier orbital gap (alpha / beta): 6.4 / 7.4 eV